Entry 1:
ORCA calculation (ωB97M-V/def2-TZVPD) on C60H150N10O20 as an isolated structure at a distorted geometry.

The calculation puts the total energy at -4426.046772 hartree. Its charge is 0. The orbital gap is 7.258 eV.

Element x y z (Å)
C (0.3228, -4.8188, 1.2578)
O (0.7250, -3.7241, 1.9970)
C (0.2945, -3.7787, 3.3924)
C (0.8620, -2.5590, 4.0996)
N (2.3238, -2.5787, 4.0624)
C (2.9632, -1.4100, 4.7044)
C (2.8798, -1.3407, 6.2421)
O (1.5525, -1.1454, 6.6988)
C (1.3721, -1.5352, 8.0603)
H (0.4402, -4.5530, 0.2073)
H (-0.7208, -5.0422, 1.4791)
H (0.9175, -5.6973, 1.5080)
H (0.6375, -4.6852, 3.8911)
H (-0.7759, -3.6706, 3.5673)
H (0.4474, -2.4223, 5.0983)
H (0.5893, -1.7059, 3.4783)
H (2.6209, -3.4209, 4.5341)
H (2.4951, -0.5530, 4.2202)
H (4.0180, -1.3050, 4.4507)
H (3.4888, -0.5613, 6.7000)
H (3.2492, -2.2536, 6.7093)
H (2.1155, -1.1184, 8.7398)
H (1.4340, -2.6195, 8.1538)
H (0.3796, -1.3177, 8.4549)
C (-3.8108, 4.3629, 0.8633)
O (-2.8506, 4.1360, 1.8325)
C (-1.5630, 3.9986, 1.2948)
C (-0.5385, 3.8485, 2.5099)
N (0.8862, 3.8616, 2.0915)
C (1.3442, 2.5080, 1.9722)
C (1.4487, 1.6622, 3.2567)
O (2.2141, 2.2946, 4.3253)
C (2.0168, 1.8187, 5.6554)
H (-3.8274, 3.6237, 0.0625)
H (-3.5521, 5.3353, 0.4441)
H (-4.8295, 4.4189, 1.2471)
H (-1.3040, 4.8192, 0.6257)
H (-1.5603, 3.1100, 0.6636)
H (-0.7862, 2.9439, 3.0652)
H (-0.7379, 4.6128, 3.2610)
H (1.4438, 4.2128, 2.8570)
H (2.3272, 2.5820, 1.5070)
H (0.8196, 1.8424, 1.2867)
H (1.9213, 0.7054, 3.0348)
H (0.4687, 1.3270, 3.5963)
H (1.0125, 2.0124, 6.0323)
H (2.6796, 2.3205, 6.3604)
H (2.2951, 0.7709, 5.7682)
C (-2.6735, 1.9217, -1.6730)
O (-1.8938, 1.3126, -0.6592)
C (-2.6689, 0.8107, 0.4207)
C (-1.8223, 0.0981, 1.5088)
N (-0.8554, -0.8498, 0.9644)
C (0.2160, -1.0993, 1.9449)
C (1.3818, -1.8523, 1.2324)
O (1.8754, -1.0976, 0.0334)
C (2.2428, -2.0734, -0.9371)
H (-3.4062, 1.2125, -2.0581)
H (-2.0259, 2.1150, -2.5282)
H (-3.1431, 2.8479, -1.3417)
H (-3.2975, 0.0749, -0.0809)
H (-3.3233, 1.5766, 0.8368)
H (-2.5111, -0.2768, 2.2658)
H (-1.2430, 0.8339, 2.0666)
H (-0.5107, -0.5255, 0.0722)
H (-0.2261, -1.7346, 2.7125)
H (0.4073, -0.1234, 2.3911)
H (0.9902, -2.8332, 0.9627)
H (2.1880, -2.0225, 1.9459)
H (1.4541, -2.7501, -1.2660)
H (2.9621, -2.7746, -0.5140)
H (2.7181, -1.4869, -1.7233)
C (8.5268, -5.5215, -1.7076)
O (8.1468, -4.9003, -0.4955)
C (7.6278, -5.8029, 0.4611)
C (6.3509, -6.5126, -0.0277)
N (5.1534, -5.6601, -0.1505)
C (5.2206, -4.5226, -1.0775)
C (3.7716, -3.9183, -1.3798)
O (2.9834, -4.9533, -1.9600)
C (1.6129, -4.6286, -2.1053)
H (7.7096, -5.7788, -2.3814)
H (9.2267, -6.3443, -1.5620)
H (9.0655, -4.7989, -2.3205)
H (7.3425, -5.1909, 1.3167)
H (8.3275, -6.5090, 0.9083)
H (6.1344, -7.2481, 0.7471)
H (6.5751, -7.0541, -0.9468)
H (4.8287, -5.3632, 0.7587)
H (5.6888, -4.9032, -1.9853)
H (5.8789, -3.7113, -0.7669)
H (3.8868, -3.0662, -2.0497)
H (3.2542, -3.6794, -0.4506)
H (1.4194, -3.6537, -2.5528)
H (1.1507, -4.4324, -1.1378)
H (1.0645, -5.4000, -2.6459)
C (3.5858, -1.1627, -3.2863)
O (2.6523, -2.2210, -3.1203)
C (1.2862, -1.8233, -3.1749)
C (0.1678, -2.9239, -3.3171)
N (0.6519, -4.0844, -4.1281)
C (0.6173, -3.8194, -5.5548)
C (0.9420, -5.0122, -6.3706)
O (1.4143, -4.7333, -7.6547)
C (1.3726, -5.9208, -8.4930)
H (3.5491, -0.4449, -2.4669)
H (3.4004, -0.5720, -4.1834)
H (4.6554, -1.3616, -3.3534)
H (1.2467, -1.0874, -3.9780)
H (1.1090, -1.2534, -2.2629)
H (-0.7910, -2.5235, -3.6462)
H (-0.0891, -3.3348, -2.3407)
H (1.6131, -4.1653, -3.8287)
H (1.4003, -3.0792, -5.7195)
H (-0.3162, -3.4004, -5.9305)
H (0.0416, -5.6231, -6.4340)
H (1.6658, -5.6996, -5.9328)
H (1.6770, -5.6233, -9.4965)
H (0.3579, -6.3095, -8.5793)
H (1.9744, -6.7891, -8.2247)
C (1.0308, 0.5192, -1.0072)
O (1.1153, 1.9008, -1.2757)
C (-0.0489, 2.6326, -0.8738)
C (0.2301, 4.1616, -0.8748)
N (0.4439, 4.5333, -2.3303)
C (1.0754, 5.8263, -2.5158)
C (1.4366, 5.9967, -3.9967)
O (1.6334, 7.3855, -4.2791)
C (2.7530, 8.0054, -3.6347)
H (0.9329, 0.3542, 0.0658)
H (1.9174, -0.0503, -1.2860)
H (0.1425, 0.0915, -1.4721)
H (-0.2882, 2.3293, 0.1455)
H (-0.8529, 2.3393, -1.5487)
H (1.1042, 4.3543, -0.2527)
H (-0.6136, 4.7294, -0.4826)
H (1.0559, 3.9103, -2.8377)
H (2.0051, 5.7092, -1.9589)
H (0.4924, 6.6462, -2.0965)
H (0.6644, 5.5883, -4.6486)
H (2.3854, 5.4901, -4.1737)
H (3.6236, 7.3539, -3.5588)
H (2.4527, 8.3477, -2.6444)
H (2.9883, 8.8857, -4.2330)
C (-4.1205, 1.1590, -4.0760)
O (-4.0738, 2.1712, -3.0658)
C (-4.1458, 3.5091, -3.6074)
C (-4.3448, 4.5325, -2.4933)
N (-5.5808, 4.3439, -1.7994)
C (-5.7651, 5.3536, -0.7543)
C (-6.2438, 6.7518, -1.1924)
O (-7.6475, 6.7896, -1.4552)
C (-7.9990, 7.9531, -2.2246)
H (-3.4665, 1.4371, -4.9024)
H (-5.0925, 1.0120, -4.5469)
H (-3.7606, 0.2420, -3.6094)
H (-4.9611, 3.6798, -4.3104)
H (-3.1926, 3.7340, -4.0859)
H (-4.2692, 5.4639, -3.0543)
H (-3.5783, 4.6358, -1.7253)
H (-5.5238, 3.4223, -1.3901)
H (-4.7740, 5.4758, -0.3174)
H (-6.3915, 4.9591, 0.0457)
H (-5.6646, 7.1757, -2.0127)
H (-6.1194, 7.4202, -0.3403)
H (-9.0756, 7.8471, -2.3579)
H (-7.4543, 8.0007, -3.1676)
H (-7.7821, 8.8544, -1.6512)
C (-2.7284, -4.6895, 3.5357)
O (-2.1688, -4.7752, 2.2519)
C (-2.4274, -3.5576, 1.5000)
C (-1.6538, -3.5953, 0.1128)
N (-1.9309, -2.3025, -0.5374)
C (-1.5896, -2.2822, -1.9684)
C (-1.4819, -0.9076, -2.5718)
O (-1.1369, -0.8038, -3.9716)
C (-0.9763, 0.5208, -4.5026)
H (-2.0313, -4.0808, 4.1118)
H (-2.8183, -5.6555, 4.0324)
H (-3.6861, -4.1691, 3.5273)
H (-2.0672, -2.7541, 2.1424)
H (-3.4975, -3.3560, 1.4520)
H (-2.1343, -4.3899, -0.4580)
H (-0.5711, -3.7210, 0.1089)
H (-1.5376, -1.5819, 0.0508)
H (-2.3119, -2.9094, -2.4908)
H (-0.5982, -2.7303, -2.0355)
H (-0.8033, -0.2688, -2.0065)
H (-2.4307, -0.4028, -2.3902)
H (-1.0817, 0.5266, -5.5875)
H (-0.0302, 0.9714, -4.2029)
H (-1.8010, 1.1660, -4.1998)
C (9.2083, -3.7800, 2.8692)
O (7.9858, -3.1755, 3.3013)
C (6.8806, -3.4142, 2.4033)
C (5.6405, -2.6631, 2.9948)
N (4.3493, -3.1032, 2.3862)
C (4.1423, -2.5789, 1.0160)
C (3.8253, -1.0862, 0.9136)
O (3.7573, -0.5325, -0.4049)
C (3.4650, 0.8520, -0.5639)
H (9.9014, -3.4779, 3.6544)
H (9.5189, -3.3165, 1.9328)
H (9.0469, -4.8512, 2.7491)
H (6.7254, -4.4862, 2.2817)
H (7.1552, -3.0626, 1.4088)
H (5.7385, -1.5787, 2.9440)
H (5.5180, -2.8115, 4.0677)
H (4.5417, -4.0716, 2.1735)
H (3.2983, -3.0987, 0.5627)
H (4.9730, -2.9052, 0.3903)
H (4.5587, -0.4279, 1.3793)
H (2.8945, -0.8406, 1.4249)
H (2.5754, 1.1474, -0.0075)
H (3.1943, 1.0160, -1.6069)
H (4.3189, 1.4843, -0.3204)
C (-9.6985, 6.6652, 3.8631)
O (-9.3110, 5.3802, 3.4596)
C (-8.0985, 5.1201, 4.1138)
C (-7.5441, 3.7466, 3.6356)
N (-7.0272, 3.8011, 2.2496)
C (-6.4649, 2.5394, 1.8209)
C (-5.8165, 2.6340, 0.4127)
O (-5.2966, 1.3498, 0.0039)
C (-4.4252, 1.3097, -1.1780)
H (-9.8752, 6.6662, 4.9387)
H (-10.6372, 6.9228, 3.3727)
H (-8.9411, 7.4047, 3.6032)
H (-8.2288, 5.1212, 5.1960)
H (-7.3653, 5.8984, 3.9021)
H (-8.3417, 3.0077, 3.7133)
H (-6.7647, 3.3674, 4.2965)
H (-7.8162, 4.1187, 1.7048)
H (-7.1529, 1.6945, 1.8519)
H (-5.5946, 2.4491, 2.4709)
H (-5.0215, 3.3725, 0.5162)
H (-6.6024, 3.0274, -0.2320)
H (-4.8891, 1.5444, -2.1361)
H (-3.9955, 0.3166, -1.3091)
H (-3.5783, 1.9959, -1.1664)

=====

Entry 2:
ORCA calculation (ωB97M-V/def2-TZVPD) on an isolated ion of composition C4H8NO2 and charge +1 at a distorted geometry.

Its multiplicity is 3. The calculation puts the total energy at -361.958465 hartree. Its charge is +1. The orbital gap (spin up / spin down) is 8.050 / 8.976 eV.

Element x y z (Å)
C (-0.7826, 0.2932, -0.5693)
C (-1.0978, 1.5118, 0.3080)
C (0.6192, 0.0678, -1.0329)
C (0.5053, -0.7713, 1.4514)
N (-0.1131, -0.8182, 0.1098)
O (-1.5276, 1.4761, 1.4347)
O (0.7534, -0.4619, -2.2473)
H (-1.6883, 0.0880, -1.3112)
H (-0.9237, 2.5380, -0.1901)
H (1.3464, 0.8191, -0.5377)
H (1.3511, -1.3079, 1.5192)
H (0.8506, 0.1278, 1.7122)
H (-0.3554, -1.0455, 2.1943)
H (-0.4693, -1.6858, -0.1850)
H (1.5319, -0.8312, -2.6559)

=====

Entry 3:
ORCA calculation (ωB97M-V/def2-TZVPD) on a 2-piece molecular cluster, CH4FN overall at a distorted geometry.

The calculation puts the total energy at -194.958486 hartree. Its charge is 0. The orbital gap (spin up / spin down) is 10.040 / 9.332 eV.

Element x y z (Å)
C (0.3406, -0.5674, 0.1176)
N (0.0233, 0.7982, 0.3388)
F (-0.8806, 1.3651, -1.4030)
H (0.7688, -0.5014, -0.8510)
H (1.1429, -0.7813, 0.7552)
H (-0.4137, -1.2315, 0.3431)
H (-0.9814, 0.9184, 0.6993)

=====

Entry 4:
ORCA calculation (ωB97M-V/def2-TZVPD) on an isolated ion of composition C3H6NO2 and charge -1 at a distorted geometry.

The calculation puts the total energy at -323.024044 hartree. Its charge is -1. The orbital gap is 6.185 eV. As for the SMILES: CC(C)=[N+]([O-])[O-].

Element x y z (Å)
C (-1.2690, 0.2311, 0.4226)
C (0.2226, 0.5033, 0.5745)
C (1.2379, -0.0101, -0.3624)
N (0.5801, 1.0766, 1.9706)
O (1.7718, 1.2576, 2.2913)
O (-0.4413, 1.4797, 2.6313)
H (-1.5715, -0.0504, 1.3436)
H (-1.8386, 1.0675, 0.0589)
H (-1.2687, -0.6276, -0.3161)
H (1.0442, 0.0940, -1.4633)
H (1.2049, -1.1856, -0.1614)
H (2.2852, 0.2992, -0.0513)

=====

Question: What is the total energy in the third record?
Answer: -194.958486 hartree

=====

Question: Which value of charge does entry 4 give?
Answer: -1

=====

Question: Among the records above, which one has the highest charge?
Answer: C4H8NO2

=====

Question: total energy of number 2 (C4H8NO2)?
Answer: -361.958465 hartree